60
Properties=species:S:1:pos:R:3:forces:R:3:mulliken_charge:R:1 method="wB97M-V/def2-TZVPD" e_above_lowest_kcal_mol=26.7 largest_force_ha_per_bohr=0.034 homo_lumo_gap_ev=6.150
C -2.18756 2.44138 -0.45292 -0.66 -0.55 -0.95 -0.800
C -2.44496 1.39432 -1.36535 0.34 1.01 0.55 -0.426
C -3.10725 0.33963 -0.68353 -0.26 0.20 1.07 -0.321
H -2.20973 1.40960 -2.43175 0.07 -0.03 0.47 0.456
C -3.28856 0.70787 0.66423 -0.09 0.03 -0.97 -0.889
C -2.71834 2.03744 0.85165 0.85 -0.80 -0.32 -0.290
H -2.92996 2.70543 1.68358 0.02 -0.14 -0.18 0.607
H -1.79028 3.42847 -0.67965 0.01 -0.41 0.10 0.485
H -3.45822 -0.58649 -1.14055 0.22 0.25 0.23 0.472
H -3.83766 0.15825 1.42677 0.37 0.09 -0.24 0.416
Bi -0.51858 1.18823 1.34985 -1.42 1.02 0.06 1.224
Cl -1.48737 -0.00350 3.27636 0.34 -0.16 0.25 -0.492
P 0.95958 -2.72149 -1.39504 -0.67 1.43 0.26 0.440
C -0.46994 -3.68600 -1.18630 -1.06 -0.77 0.14 0.175
C -0.88937 -4.58204 -2.19655 -0.09 0.33 0.81 -0.113
H -0.31455 -4.65174 -3.12120 -0.17 -0.05 0.27 0.433
C -2.02100 -5.35545 -1.97484 -0.27 0.05 0.11 -0.588
H -2.34899 -6.05471 -2.74531 0.02 0.15 0.27 0.373
C -2.73098 -5.23787 -0.77211 0.17 0.16 0.07 -0.433
H -3.60729 -5.86419 -0.60228 0.21 0.19 -0.05 0.375
C -2.32953 -4.32485 0.21898 -0.07 -0.32 -0.17 -0.655
H -2.89139 -4.22983 1.14848 0.06 -0.08 -0.27 0.406
C -1.20758 -3.53310 0.02149 0.26 -0.43 -0.95 -0.411
H -0.88067 -2.79604 0.75927 -0.15 -0.28 -0.23 0.453
C 1.14249 -1.77048 -2.84151 0.31 0.49 -1.03 0.520
C -0.01474 -1.35077 -3.55534 0.78 -0.25 0.21 -0.683
H -1.00417 -1.59261 -3.16133 0.28 0.05 -0.17 0.400
C 0.14269 -0.65657 -4.74639 0.45 0.01 -0.02 -0.536
H -0.74089 -0.36786 -5.31735 0.28 -0.01 0.12 0.385
C 1.42951 -0.33663 -5.21076 -0.05 -0.06 0.02 -0.475
H 1.54334 0.19536 -6.15433 -0.03 -0.10 0.23 0.350
C 2.56924 -0.69604 -4.47544 -0.38 0.20 -0.10 -0.510
H 3.56465 -0.43056 -4.83429 -0.30 -0.03 0.05 0.384
C 2.43975 -1.39957 -3.28790 -0.81 -0.19 0.05 -0.562
H 3.31156 -1.68624 -2.69631 -0.22 0.03 -0.26 0.367
C 2.29982 -2.96629 -0.32302 1.12 -0.26 0.83 0.013
C 2.84007 -4.26271 -0.13948 0.07 1.02 0.17 -0.400
H 2.40933 -5.09830 -0.68672 0.17 0.14 0.09 0.412
C 3.91496 -4.42173 0.72488 0.11 0.26 0.37 -0.547
H 4.35036 -5.41191 0.86230 -0.05 0.28 0.02 0.376
C 4.43540 -3.31510 1.41981 -0.28 -0.08 -0.25 -0.421
H 5.28154 -3.45383 2.09103 -0.20 0.04 -0.13 0.367
C 3.87388 -2.03843 1.26084 0.26 -0.23 -0.02 -0.601
H 4.26764 -1.18382 1.81101 -0.01 -0.28 -0.07 0.375
C 2.80684 -1.85062 0.39527 0.03 -0.96 -0.30 -0.158
H 2.34570 -0.87045 0.25702 0.15 -0.32 0.03 0.484
O 0.01912 4.05498 0.81113 0.09 -0.36 1.57 -0.679
C -0.08185 4.00970 2.04877 0.10 -0.32 -0.53 0.767
O -0.26540 2.88574 2.73070 0.36 -0.04 -1.12 -0.679
C -0.10224 5.21666 2.92313 -0.16 0.80 0.45 0.249
C -0.45190 5.07433 4.27638 -0.10 0.11 -0.19 -0.350
C -0.74412 6.19395 5.05431 0.26 0.16 -0.18 -0.499
C -0.62498 7.48186 4.51168 -0.04 -0.43 -0.29 -0.342
C -0.20327 7.63395 3.18320 0.15 -0.38 0.20 -0.469
C 0.07596 6.50871 2.39857 -0.18 -0.16 0.08 -0.296
H -0.51235 4.06730 4.68827 -0.15 0.34 -0.07 0.375
H -1.06620 6.05285 6.08527 0.12 0.10 -0.22 0.363
H -0.87119 8.35777 5.11481 0.10 -0.27 -0.19 0.375
H -0.09187 8.63004 2.76002 0.01 -0.21 0.07 0.363
H 0.42147 6.61400 1.36850 -0.26 -0.01 0.26 0.384



82
Properties=species:S:1:pos:R:3:forces:R:3:mulliken_charge:R:1 method="wB97M-V/def2-TZVPD" multiplicity=3 largest_force_ha_per_bohr=0.069 homo_lumo_gap_ev="7.710 / 8.045"
N -4.25143 -1.57030 4.81165 0.42 -0.25 -0.21 -0.642
C -2.86237 -1.11470 4.54194 -0.78 -0.15 -0.29 -0.341
C -1.97083 -2.30985 4.06728 0.29 1.30 1.27 -0.764
C -0.53091 -1.75465 3.84826 -0.44 0.35 -0.50 -0.986
C -0.27780 -1.16851 2.43128 1.37 0.18 0.14 1.010
C -1.26036 -1.20108 1.35731 1.35 0.86 -0.73 -0.407
C -0.96136 -0.62269 0.11093 -0.40 -0.17 0.70 -1.091
C 0.31007 0.01413 -0.11703 1.30 0.03 1.37 0.887
N 0.78740 0.65532 -1.21625 1.15 -0.62 1.57 -0.515
S 2.31999 1.08684 -0.80783 -0.12 0.25 -0.38 0.142
N 2.54063 0.59144 0.74171 -2.89 -0.40 -2.01 -0.644
C 1.31847 0.01099 0.98188 -0.24 -0.56 1.01 0.355
C 1.00135 -0.59174 2.24826 -1.85 -0.50 -0.51 -0.904
H -4.93470 -0.91304 4.45030 0.11 -0.13 0.07 0.238
H -4.39012 -2.45424 4.32975 -0.23 0.17 0.10 0.238
H -2.91131 -0.30766 3.77996 0.47 -0.36 0.28 0.265
H -2.47824 -0.67700 5.48600 0.13 -0.28 -0.59 0.276
H -1.95433 -3.00603 4.93412 -0.08 0.06 -0.80 0.315
H -2.42137 -2.77058 3.17126 0.34 -0.04 0.51 0.397
H -0.40645 -0.89243 4.54250 -0.04 -0.59 -0.29 0.426
H 0.27107 -2.46983 4.12686 -0.55 0.23 -0.40 0.413
H -2.23618 -1.68215 1.51389 0.58 0.36 -0.15 0.291
H -1.71618 -0.62578 -0.69173 0.51 -0.01 0.42 0.490
H 1.72294 -0.60696 3.08102 -0.34 0.10 -0.62 0.417
C 1.26553 -6.37713 -3.15610 -0.29 0.14 -0.25 -1.793
C 1.63988 -6.53809 -1.65473 -0.64 -0.90 -1.84 1.975
C 0.42058 -6.55925 -0.71803 -0.30 0.44 0.29 -1.480
C -0.25336 -5.20497 -0.51600 0.09 -0.04 0.03 -0.717
C 0.78378 -4.16882 -0.08893 -0.23 -0.42 0.10 -0.005
C 1.95277 -4.09232 -1.07945 -0.48 1.73 -0.94 1.751
N 2.58264 -5.43138 -1.31054 -0.39 -0.83 2.89 0.415
O 3.24569 -5.77346 -0.23366 0.36 0.26 -0.85 -0.586
C 1.42192 -3.47358 -2.38950 -0.17 -0.12 -0.27 -1.848
C 2.97181 -3.06346 -0.58509 0.51 -0.38 0.37 -1.602
C 2.23717 -7.95265 -1.58940 0.78 0.18 0.63 -1.932
H 1.90830 -5.65813 -3.66235 -0.08 0.11 0.17 0.344
H 1.41103 -7.29776 -3.72300 -0.12 -0.14 0.27 0.498
H 0.22481 -6.07900 -3.29719 0.05 0.08 -0.05 0.324
H 0.72662 -6.91983 0.26998 0.24 -0.02 -0.11 0.437
H -0.31437 -7.27971 -1.08514 0.15 -0.06 -0.17 0.381
H -0.77359 -4.89782 -1.42724 0.06 0.08 -0.01 0.280
H -1.02394 -5.29029 0.25498 0.01 -0.03 -0.03 0.464
H 0.30516 -3.18967 -0.00228 0.21 0.06 -0.12 -0.725
H 1.14898 -4.41913 0.91204 0.16 -0.07 -0.06 0.555
H 2.21482 -3.39082 -3.13571 -0.01 -0.04 0.04 0.413
H 1.03766 -2.46699 -2.20543 0.18 -0.02 0.20 0.250
H 0.59254 -4.01571 -2.83242 0.05 -0.09 -0.03 0.353
H 3.38457 -3.31159 0.39318 0.01 -0.15 -0.09 0.363
H 2.49985 -2.08470 -0.48625 -0.18 -0.10 -0.11 0.222
H 3.79700 -2.96000 -1.29303 0.00 -0.07 0.03 0.499
H 3.13573 -8.04327 -2.20347 0.00 0.08 0.05 0.465
H 1.51019 -8.67356 -1.96564 -0.12 0.23 -0.08 0.470
H 2.47761 -8.26155 -0.57142 0.14 0.17 -0.01 0.360
C -1.90609 4.90879 0.37901 -0.08 0.15 0.39 -1.900
C -0.79269 4.81770 -0.70400 -1.20 -0.98 1.56 2.162
C 0.62733 4.98370 -0.13991 0.35 0.49 0.08 -1.170
C 0.99015 6.40879 0.26716 -0.01 -0.05 -0.09 -0.658
C 0.71374 7.36504 -0.89156 0.24 -0.41 0.17 -1.270
C -0.73496 7.25501 -1.38707 -0.74 1.71 0.77 1.621
N -1.10117 5.84701 -1.74212 2.76 -0.58 -1.10 0.354
O -0.47860 5.51918 -2.84714 -0.94 0.17 0.11 -0.589
C -1.65484 7.82826 -0.28897 -0.15 -0.14 0.29 -1.805
C -0.94592 8.20991 -2.56677 0.13 -0.42 -0.55 -1.790
C -0.88106 3.35970 -1.17850 0.08 0.21 -1.06 -1.935
H -2.74469 5.52252 0.05217 0.17 0.12 -0.02 0.367
H -2.36163 3.94020 0.59057 0.31 -0.11 -0.03 0.478
H -1.53407 5.29848 1.32872 -0.08 0.07 -0.02 0.335
H 1.35730 4.66513 -0.89223 -0.21 -0.06 -0.14 0.426
H 0.76635 4.31539 0.71376 -0.21 -0.09 -0.04 0.266
H 0.44057 6.70075 1.16587 -0.05 0.06 -0.05 0.307
H 2.04867 6.45497 0.53492 -0.03 -0.03 0.01 0.410
H 0.92105 8.39028 -0.57397 -0.21 0.03 -0.10 0.402
H 1.41185 7.15132 -1.70626 -0.13 -0.10 -0.10 0.353
H -2.70380 7.77795 -0.58800 0.04 -0.04 -0.01 0.372
H -1.41618 8.87790 -0.10383 0.09 -0.03 -0.25 0.424
H -1.55181 7.34119 0.67527 -0.04 -0.10 -0.03 0.363
H -0.29087 7.98839 -3.40948 -0.08 -0.16 0.04 0.374
H -0.73180 9.23526 -2.26172 -0.01 -0.10 0.20 0.397
H -1.98111 8.17794 -2.91279 0.04 -0.07 -0.02 0.437
H -1.85089 3.13562 -1.62957 0.02 0.09 -0.03 0.464
H -0.75351 2.68228 -0.33392 -0.04 0.28 0.18 0.388
H -0.10068 3.09647 -1.89112 -0.11 0.17 -0.13 0.417



10
Properties=species:S:1:pos:R:3:forces:R:3:mulliken_charge:R:1 method="wB97M-V/def2-TZVPD" e_above_lowest_kcal_mol=38.2 largest_force_ha_per_bohr=0.055 homo_lumo_gap_ev="8.047 / 8.022"
C 1.23316 0.11208 -0.73057 -0.26 0.41 -2.80 -1.171
C 0.02921 -0.39789 0.02657 1.46 -0.30 -0.88 1.188
N -0.97668 0.62804 -0.17701 0.60 0.31 0.39 -0.403
F -0.26036 -1.59639 -0.58868 -1.03 0.00 0.97 -0.307
F 0.32171 -0.66439 1.35455 -0.87 0.31 -1.16 -0.259
Cl -2.38608 0.39798 0.39712 -0.77 -0.69 1.50 0.256
Cl -2.52212 0.72071 2.64745 -0.04 -0.02 -1.01 -0.199
H 2.10698 0.22286 -0.16040 1.14 -0.33 1.00 0.309
H 1.42414 -0.56497 -1.65704 -0.25 1.17 1.79 0.255
H 1.03003 1.14197 -1.11198 0.01 -0.88 0.21 0.331



26
Properties=species:S:1:pos:R:3:forces:R:3:mulliken_charge:R:1 method="wB97M-V/def2-TZVPD" e_above_lowest_kcal_mol=17.3 largest_force_ha_per_bohr=0.042 homo_lumo_gap_ev=9.889
C -0.33059 1.07189 2.19478 -0.32 -0.14 -0.42 0.139
C -1.55908 0.44867 2.83052 0.46 -0.65 0.47 -1.193
C -0.09536 2.48550 2.70853 1.56 0.02 -0.01 -1.181
H 0.57865 0.46508 2.25771 -0.02 0.06 0.76 0.220
H -0.42001 1.08090 1.10364 -0.55 0.25 -0.03 0.117
H -2.41235 1.04709 2.51500 -0.29 -0.37 0.18 0.314
H 0.61507 2.90498 1.98413 -0.16 0.55 0.39 0.308
H -0.92401 3.17170 2.87224 -0.45 -0.35 -0.58 0.337
H -1.48236 0.43015 3.92428 -0.04 0.56 -0.04 0.306
H -1.67152 -0.62278 2.63442 -0.25 0.23 -0.64 0.330
H 0.40601 2.47949 3.68449 0.07 -0.19 -0.13 0.302
C 2.15475 -1.81287 -0.67569 0.40 -0.83 0.91 -1.377
C -1.02112 -1.61027 -2.71120 -1.36 1.48 -0.87 -0.576
C -0.05724 -2.04714 -1.84632 0.57 -0.46 0.45 -0.330
C -1.01565 -0.28203 -3.16306 1.02 0.43 0.32 -0.349
C 1.05957 -1.25357 -1.48334 -1.97 0.39 -0.27 0.640
C -0.04876 0.57145 -2.66033 -0.03 -0.61 -0.32 -0.470
C 0.96042 0.08795 -1.82358 0.49 0.63 -0.75 -0.322
H -1.89683 -2.15533 -3.04931 0.38 -0.68 0.33 0.343
H -0.19304 -3.03066 -1.40635 0.39 -0.12 -0.19 0.355
H -1.64432 0.16915 -3.92037 -0.52 -0.61 0.10 0.354
H -0.03458 1.58121 -3.04745 0.16 0.17 0.33 0.360
H 3.11578 -1.36519 -0.91904 0.02 0.09 0.19 0.369
H 2.23973 -2.89393 -0.80323 0.07 0.03 -0.40 0.375
H 1.72768 0.82595 -1.60362 0.20 -0.38 0.40 0.380
H 1.94915 -1.74739 0.40313 0.18 0.49 -0.17 0.248